i.
The following is a quantum chemistry calculation of a cluster of 2 separate species, C7H12S in total, from the Open Molecules 2025 dataset.

Geometry as XYZ:
```
20
Properties=species:S:1:pos:R:3:nbo_charge:R:1
C 1.425 -2.826 -0.239 -0.197
C 0.934 -1.718 -0.342 -0.111
C -0.297 1.794 -0.373 -0.617
C 0.351 0.489 1.665 -0.596
C -1.828 -0.025 0.263 -0.579
C 0.416 -0.471 -0.599 -0.091
C -0.332 0.454 0.246 -0.144
S -0.152 -0.570 -2.333 0.041
H 1.859 -3.756 -0.433 0.235
H -0.850 1.868 -1.309 0.215
H -0.508 2.637 0.325 0.222
H 0.753 2.005 -0.640 0.225
H 1.259 1.012 1.597 0.223
H -0.147 1.149 2.303 0.209
H 0.327 -0.544 2.039 0.220
H -2.301 0.534 1.122 0.217
H -1.791 -1.059 0.474 0.207
H -2.161 0.122 -0.686 0.209
H 2.485 0.521 -0.523 -0.020
H 0.557 -1.615 -2.558 0.132
```

Frontier orbital gap (alpha / beta), eV: 7.23 / 8.95
LUMO energy (alpha / beta), eV: -0.5 / -0.6
Highest occupied orbital energy (alpha / beta), eV: -7.7061 / -9.5020
M, g mol⁻¹: 128.24

***

ii.
The following is a quantum chemistry calculation of the molecule C7H12S, from the Open Molecules 2025 dataset.

Geometry as XYZ:
```
20
Properties=species:S:1:pos:R:3:nbo_charge:R:1
C 1.220 0.379 -1.333 -0.411
C 1.402 -0.686 -0.241 -0.412
C 0.742 -0.384 1.109 -0.369
C -0.598 -1.054 1.254 -0.429
C -1.677 -0.048 0.699 -0.422
C -0.861 1.109 0.017 -0.315
C -0.208 0.812 -1.368 -0.432
S 0.425 1.364 1.314 0.184
H 1.883 1.244 -1.161 0.217
H 1.545 -0.107 -2.291 0.216
H 2.490 -0.870 -0.161 0.218
H 1.008 -1.669 -0.678 0.198
H 1.399 -0.668 1.975 0.239
H -0.822 -1.200 2.334 0.218
H -0.567 -2.098 0.858 0.215
H -2.401 -0.511 -0.048 0.209
H -2.312 0.421 1.524 0.222
H -1.457 2.040 0.014 0.229
H -0.326 1.795 -1.887 0.217
H -0.886 0.130 -1.929 0.208
```

Frontier orbital gap, eV: 9.35
LUMO energy, eV: 0.9
Structure (SMILES): C1C[C@@H]2CC[C@H](C1)S2
Highest occupied orbital energy, eV: -8.4838
M, g mol⁻¹: 128.24

***

iii.
The following is a quantum chemistry calculation of the molecule C7H12S, from the Open Molecules 2025 dataset.

Geometry as XYZ:
```
20
Properties=species:S:1:pos:R:3:nbo_charge:R:1
C 0.685 1.064 -0.771 -0.418
C 2.822 0.218 1.045 -0.976
C -1.703 -0.267 -0.359 -0.387
C -0.668 -1.150 0.395 -0.434
C -1.676 1.279 -0.115 -0.431
C 0.596 -1.303 -0.427 -0.562
C -0.144 1.536 0.134 -0.191
S 1.999 -0.017 -0.370 0.844
H 0.342 0.910 -1.804 0.216
H 3.786 -0.350 1.021 0.232
H 2.416 0.336 1.924 0.187
H -1.353 -0.247 -1.455 0.196
H -2.709 -0.552 -0.093 0.214
H -0.565 -0.751 1.376 0.219
H -1.214 -2.159 0.276 0.227
H -2.019 1.757 -1.086 0.215
H -2.352 1.617 0.710 0.215
H 1.185 -2.066 -0.142 0.210
H 0.253 -1.511 -1.413 0.209
H 0.319 1.656 1.153 0.215
```

Frontier orbital gap, eV: 8.31
LUMO energy, eV: 0.7
Highest occupied orbital energy, eV: -7.5848
M, g mol⁻¹: 128.24

***

Stability ranking, top entry: ii; the second entry is 119.8 kcal/mol less favorable.

***

i.
The following is a quantum chemistry calculation of the molecule C3H4O4, from the Open Molecules 2025 dataset.

Geometry as XYZ:
```
11
Properties=species:S:1:pos:R:3:nbo_charge:R:1
O -2.277 0.098 0.043 -0.526
C -1.113 0.061 -0.094 0.987
O -0.213 1.143 0.291 -0.546
C 1.091 1.123 -0.161 0.198
O 1.733 -0.248 -0.096 -0.527
C 0.812 -1.115 0.359 0.203
O -0.458 -1.049 -0.393 -0.516
H 1.792 1.664 0.542 0.194
H 1.380 1.459 -1.370 0.176
H 1.299 -2.028 0.042 0.199
H 0.517 -1.061 1.389 0.157
```

Frontier orbital gap, eV: 11.49
LUMO energy, eV: 0.7
Structure (SMILES): O=C1OCOCO1
Highest occupied orbital energy, eV: -10.7712
M, g mol⁻¹: 104.06

***

ii.
The following is a quantum chemistry calculation of the molecule C3H4O4, from the Open Molecules 2025 dataset.

Geometry as XYZ:
```
11
Properties=species:S:1:pos:R:3:nbo_charge:R:1
C 1.638 0.142 -0.581 -0.423
C 0.547 -0.446 -0.094 0.169
O 0.552 -1.048 1.086 -0.655
C -0.726 -0.212 -0.841 0.724
O -0.722 -0.015 -2.019 -0.527
O -1.873 0.116 -0.187 -0.265
O -2.014 0.256 1.223 -0.435
H 2.583 0.278 -0.015 0.205
H 1.659 0.512 -1.668 0.240
H 1.060 -0.496 1.641 0.483
H -2.704 0.911 1.455 0.484
```

Frontier orbital gap, eV: 10.26
LUMO energy, eV: 0.5
Structure (SMILES): C=C(O)C(=O)OO
Highest occupied orbital energy, eV: -9.7841
M, g mol⁻¹: 104.06

***

Stability ranking, top entry: i; the second entry is 62.5 kcal/mol less favorable.

***

i.
The following is a quantum chemistry calculation of a cluster of 17 separate species, C4H32BO24 in total, from the Open Molecules 2025 dataset.

Geometry as XYZ:
```
61
Properties=species:S:1:pos:R:3:nbo_charge:R:1
O 1.445 -0.242 2.805 -0.587
C 0.820 -0.087 1.805 0.696
O 0.787 1.008 1.080 -0.627
B -0.008 0.761 -0.146 1.170
O -0.769 -0.475 0.177 -0.656
C -0.250 -1.039 1.237 0.721
O -0.497 -2.128 1.659 -0.618
O 0.808 0.644 -1.345 -0.641
C 0.318 1.419 -2.285 0.720
O 0.667 1.503 -3.413 -0.607
C -0.767 2.303 -1.633 0.720
O -0.896 1.933 -0.383 -0.658
O -1.317 3.219 -2.152 -0.591
O 4.040 -0.765 -0.905 -0.975
H 3.401 -0.061 -1.066 0.472
H 3.502 -1.575 -0.932 0.494
O 1.880 0.512 -5.097 -0.974
H 0.921 0.420 -5.038 0.466
H 2.056 1.379 -4.696 0.508
O -1.976 -0.343 -3.265 -0.970
H -1.015 -0.406 -3.148 0.474
H -2.316 -1.109 -2.794 0.491
O 0.230 -2.399 5.026 -0.950
H -0.089 -2.565 5.920 0.472
H 1.009 -1.841 5.148 0.486
O 2.314 -2.915 2.554 -0.975
H 1.780 -3.695 2.773 0.487
H 1.890 -2.183 3.039 0.495
O 0.214 5.497 -2.741 -0.985
H -0.454 4.795 -2.616 0.502
H 0.149 5.718 -3.674 0.478
O -3.381 -1.186 -1.014 -0.977
H -2.621 -0.711 -0.654 0.481
H -3.757 -1.548 -0.196 0.489
O -0.338 -4.604 3.001 -0.981
H -0.422 -3.792 2.473 0.501
H -0.987 -5.207 2.625 0.471
O -3.539 -2.560 1.673 -0.983
H -2.912 -2.328 2.374 0.502
H -4.355 -2.777 2.136 0.463
O -1.719 3.970 2.382 -0.951
H -2.449 3.380 2.126 0.487
H -1.706 3.929 3.343 0.459
O -3.020 1.521 1.581 -0.966
H -2.140 1.746 1.224 0.491
H -2.942 0.590 1.817 0.476
O 2.179 -2.947 -0.286 -0.979
H 2.472 -3.828 -0.537 0.464
H 2.048 -2.995 0.685 0.505
O 1.946 3.788 -1.258 -0.973
H 2.641 4.380 -0.955 0.477
H 1.198 4.372 -1.479 0.503
O -2.465 -2.225 4.061 -0.976
H -2.509 -1.543 4.737 0.476
H -1.518 -2.439 4.002 0.516
O 2.896 2.955 -3.853 -0.973
H 3.773 3.232 -3.575 0.467
H 2.348 3.020 -3.048 0.504
O 0.829 -1.201 -2.840 -0.976
H 1.447 -1.878 -3.132 0.478
H 1.126 -0.401 -3.311 0.487
```

Total charge: -1
Frontier orbital gap, eV: 9.32
LUMO energy, eV: 1.9
Highest occupied orbital energy, eV: -7.4438
M, g mol⁻¹: 475.09

***

ii.
The following is a quantum chemistry calculation of a cluster of 17 separate species, C4H32BO24 in total, from the Open Molecules 2025 dataset.

Geometry as XYZ:
```
61
Properties=species:S:1:pos:R:3:nbo_charge:R:1
O 2.758 8.182 11.331 -0.600
C 1.986 8.523 10.483 0.709
O 2.258 9.226 9.408 -0.624
B 1.016 9.690 8.772 1.186
O -0.069 9.174 9.666 -0.663
C 0.465 8.530 10.669 0.732
O -0.075 8.085 11.645 -0.628
O 0.893 9.124 7.409 -0.637
C 0.706 10.119 6.576 0.717
O 0.558 10.049 5.394 -0.602
C 0.822 11.441 7.388 0.709
O 0.983 11.143 8.665 -0.647
O 0.793 12.551 6.939 -0.596
O -2.688 10.542 9.178 -0.974
H -3.626 10.730 9.282 0.470
H -2.395 10.240 10.056 0.503
O 4.571 9.735 12.803 -0.963
H 3.967 9.183 12.267 0.492
H 4.574 9.320 13.671 0.458
O 3.570 14.498 7.728 -0.964
H 3.448 15.312 7.231 0.462
H 2.765 14.432 8.280 0.494
O -2.714 9.885 11.931 -0.968
H -3.166 10.688 12.220 0.482
H -2.358 9.498 12.741 0.497
O 3.388 13.622 4.948 -0.949
H 2.753 13.642 5.679 0.487
H 2.864 13.425 4.164 0.460
O -1.049 7.301 5.399 -0.963
H -1.110 7.764 6.247 0.492
H -1.964 7.110 5.174 0.466
O 0.953 14.722 8.666 -0.995
H 0.677 13.955 8.123 0.491
H 0.131 15.188 8.849 0.488
O -2.841 6.799 11.737 -0.961
H -1.940 7.145 11.798 0.485
H -3.377 7.578 11.549 0.469
O 3.011 7.338 6.233 -0.939
H 2.275 7.900 5.966 0.472
H 3.070 6.673 5.539 0.466
O 0.402 6.570 14.015 -0.955
H -0.027 7.080 13.305 0.490
H -0.311 6.070 14.427 0.459
O -1.515 10.307 3.393 -0.957
H -0.907 10.058 4.111 0.493
H -1.528 11.269 3.416 0.458
O 0.045 12.097 11.413 -0.949
H 0.944 12.281 11.116 0.480
H -0.287 11.446 10.785 0.470
O 1.691 8.624 3.002 -0.957
H 1.260 8.928 3.813 0.487
H 1.111 7.931 2.671 0.466
O 3.810 5.342 11.957 -0.954
H 3.567 5.046 12.840 0.462
H 3.472 6.247 11.907 0.489
O -2.323 8.085 7.822 -0.977
H -2.030 8.965 8.107 0.498
H -3.068 7.887 8.394 0.476
O -1.920 14.590 8.083 -0.941
H -1.438 14.185 7.349 0.479
H -2.120 15.483 7.780 0.466
```

Total charge: -1
Frontier orbital gap, eV: 10.28
LUMO energy, eV: 1.7
Highest occupied orbital energy, eV: -8.5769
M, g mol⁻¹: 475.09

***

Stability ranking, top entry: ii; the second entry is 5.0 kcal/mol less favorable.

***

i.
The following is a quantum chemistry calculation of a structure of composition C2H4BrN, from the Open Molecules 2025 dataset.

Geometry as XYZ:
```
8
Properties=species:S:1:pos:R:3:nbo_charge:R:1
C 0.648 -0.366 0.121 0.161
C -0.880 0.866 0.001 -0.595
N 0.233 -1.542 0.039 -0.647
Br 2.281 0.431 -0.001 0.084
H -1.158 1.295 1.008 0.223
H -1.633 0.098 -0.484 0.230
H -0.436 1.480 -0.708 0.195
H 0.945 -2.263 0.023 0.348
```

Frontier orbital gap, eV: 10.34
LUMO energy, eV: 0.8
Highest occupied orbital energy, eV: -9.5630
M, g mol⁻¹: 121.96

***

ii.
The following is a quantum chemistry calculation of the molecule C2H4BrN, from the Open Molecules 2025 dataset.

Geometry as XYZ:
```
8
Properties=species:S:1:pos:R:3:nbo_charge:R:1
C -1.057 -0.270 -0.049 -0.647
C 0.304 0.379 0.051 0.063
N 1.227 -0.475 -0.163 -0.252
Br 3.411 0.280 -0.014 -0.088
H -1.588 -0.379 0.832 0.234
H -0.903 -1.366 -0.296 0.247
H -1.567 0.419 -0.657 0.229
H 0.172 1.411 0.296 0.214
```

Frontier orbital gap (alpha / beta), eV: 8.70 / 8.70
LUMO energy (alpha / beta), eV: -1.3 / -1.3
Structure (SMILES): C/C=N/Br
Highest occupied orbital energy (alpha / beta), eV: -9.9720 / -9.9725
M, g mol⁻¹: 121.96

***

Stability ranking, top entry: i; the second entry is 9.8 kcal/mol less favorable.